Entry 1:
# C6H8N2O2

A single C6H8N2O2 molecule (the ωB97M-V functional and the def2-TZVPD basis, OMol25).

Results
- Strongest force on any atom: 3.8 eV/Å
- Energy above the lowest of the compared OMol25 structures with the same formula, charge and spin: 27.1 kcal/mol
- SMILES: NC(=O)Cc1occc1N
- Gap between HOMO and LUMO: 8.69 eV
- Net charge: 0
- E: -13426.1964 eV

Structure (XYZ):
```
18
Properties=species:S:1:pos:R:3:forces:R:3:lowdin_charge:R:1
N -0.569082 1.203453 -2.138232 0.61 0.70 -1.68 0.13
C -1.458430 1.275089 -1.137530 -1.91 3.24 0.66 -0.53
O -2.502170 1.907867 -1.358572 0.90 -1.14 0.81 0.03
C -0.927210 1.144419 0.287136 -0.65 -0.71 0.51 -0.03
C -0.306056 -0.158131 0.637641 0.84 -0.12 -0.05 -0.24
O -1.133316 -1.216488 0.908365 -0.27 0.04 -0.05 0.04
C -0.361461 -2.287585 1.165347 0.42 -0.14 0.13 -0.12
C 0.956736 -1.965908 1.066255 -0.14 -0.08 0.14 -0.01
C 0.998064 -0.568669 0.725733 -0.73 -0.21 -0.09 -0.29
N 2.146010 0.205997 0.582073 0.42 0.21 -0.16 0.10
H -0.050529 0.346917 -2.283162 0.23 0.56 -0.35 0.11
H -0.800025 1.966202 -2.842720 0.60 -2.34 0.61 0.15
H -1.767188 1.366913 0.960480 0.19 -0.15 -0.19 0.13
H -0.195695 1.955372 0.425965 -0.16 -0.28 -0.21 0.13
H -0.875195 -3.204110 1.440485 0.15 0.32 -0.16 0.13
H 1.804079 -2.622210 1.245615 -0.27 0.17 -0.07 0.11
H 2.981328 -0.329555 0.380460 -0.21 0.10 0.04 0.09
H 2.060142 0.980428 -0.065340 -0.03 -0.16 0.12 0.08
```
Positions in Å, forces in eV/Å.

---

Entry 2:
# C6H8N2O2

A single C6H8N2O2 molecule (the ωB97M-V functional and the def2-TZVPD basis, OMol25).

Results
- ⟨S²⟩: 2.0193
- 2S+1: 3
- Strongest force on any atom: 1.0 eV/Å
- Energy above the lowest of the compared OMol25 structures with the same formula, charge and spin: 0.0 kcal/mol
- Gap between HOMO and LUMO (spin up / spin down): 6.43 / 8.55 eV
- Net charge: 0
- E: -13423.3421 eV

Structure (XYZ):
```
18
Properties=species:S:1:pos:R:3:forces:R:3:lowdin_charge:R:1
C -1.106899 -1.023701 -1.543291 0.06 0.62 0.13 -0.11
C -0.462156 -2.138225 0.142325 -0.16 -0.68 -0.22 -0.18
C -0.628854 -0.097036 -0.614676 -0.21 0.35 -0.39 -0.19
C 1.748077 0.428707 1.040028 0.24 -0.57 0.84 0.07
C 0.560537 -0.305090 1.559477 -0.18 -0.06 0.06 -0.20
C -0.504481 1.304035 -0.684725 0.01 -0.69 -0.62 -0.39
N -1.006297 -2.270155 -1.043452 0.22 -0.67 0.20 0.05
N -0.216374 -0.853491 0.461485 -0.09 0.62 0.04 -0.05
O -0.769838 2.116278 0.351829 0.07 0.36 0.33 0.09
O -0.354932 1.950726 -1.870967 -0.35 0.40 -0.18 0.08
H -1.561265 -0.839825 -2.496538 -0.09 0.13 -0.22 0.10
H -0.234383 -2.959045 0.792760 0.08 -0.11 0.28 0.12
H 2.106003 1.273510 1.598113 0.01 0.33 -0.01 0.05
H 2.476586 -0.132408 0.483606 0.10 -0.03 -0.41 0.06
H 0.829194 -1.171036 2.186940 0.08 0.30 -0.02 0.13
H -0.069672 0.368713 2.146308 0.05 -0.16 0.01 0.12
H -0.610072 3.027905 0.072674 0.07 -0.07 0.04 0.13
H -0.195176 1.320138 -2.581898 0.09 -0.07 0.14 0.11
```
Positions in Å, forces in eV/Å.

---

Entry 3:
# C6H8N2O2S

A single C6H8N2O2S molecule (the ωB97M-V functional and the def2-TZVPD basis, OMol25).

Results
- Strongest force on any atom: 4.9 eV/Å
- Energy above the lowest of the compared OMol25 structures with the same formula, charge and spin: 73.7 kcal/mol
- Gap between HOMO and LUMO: 8.37 eV
- Net charge: 0
- E: -24259.5788 eV

Structure (XYZ):
```
19
Properties=species:S:1:pos:R:3:forces:R:3:lowdin_charge:R:1
C -0.189884 0.069411 -0.335849 4.23 0.20 -0.81 -0.20
C -0.952600 1.228410 -0.110520 -3.93 -2.90 0.30 -0.46
C -2.971143 -0.426745 -0.023185 0.42 1.59 0.44 -0.52
C 2.744858 -1.068051 -0.383210 -0.97 1.53 -0.89 -0.40
C -0.665601 -1.162106 -0.264163 0.52 0.28 -1.38 -0.12
C 2.140948 1.290118 0.678964 -0.21 0.48 -2.57 -0.26
N -2.389196 0.806084 -0.076490 2.59 0.43 -0.16 0.20
N -1.974894 -1.404091 -0.067503 -2.53 -2.61 -0.45 0.12
O -0.713709 2.360661 0.096249 0.97 2.40 -0.01 0.11
O -4.175018 -0.526710 0.107083 0.64 -1.26 -0.29 0.08
S 1.870523 0.296842 -0.842735 -1.27 -1.55 1.69 0.95
H 2.584845 -1.230301 0.662430 0.46 -0.78 0.35 -0.02
H 3.178087 -1.752053 -1.102454 -0.35 0.14 0.15 -0.01
H -0.055797 -2.016331 -0.586434 -0.02 0.21 0.54 0.13
H 3.161839 1.471095 0.509111 1.52 0.80 0.06 0.02
H 1.561449 2.223108 0.579057 -0.04 -0.75 0.83 0.06
H 2.140423 0.594969 1.473786 -0.93 -0.24 1.21 0.04
H -2.971814 1.574971 0.057946 -1.38 1.27 0.25 0.13
H -2.323315 -2.329290 -0.372081 0.28 0.79 0.74 0.17
```
Positions in Å, forces in eV/Å.

---

Entry 4:
# C6H8N2O4

A single C6H8N2O4 molecule (the ωB97M-V functional and the def2-TZVPD basis, OMol25).

Results
- Strongest force on any atom: 3.3 eV/Å
- Energy above the lowest of the compared OMol25 structures with the same formula, charge and spin: 111.4 kcal/mol
- SMILES: NOC(=O)CCc1c[nH]oc1=O
- Gap between HOMO and LUMO: 9.21 eV
- Net charge: 0
- E: -17518.5941 eV

Structure (XYZ):
```
20
Properties=species:S:1:pos:R:3:forces:R:3:lowdin_charge:R:1
N 3.471266 -1.209464 1.391981 -0.18 -0.40 1.12 0.05
O 2.389516 -0.265285 1.442855 -1.15 -0.94 -0.66 -0.08
C 1.108193 -0.779183 1.228351 -1.09 -1.57 -0.62 -0.43
O 0.812342 -1.920098 0.889000 1.78 1.68 0.65 0.09
C -0.034153 0.207712 1.486042 1.11 1.06 0.59 -0.11
C -1.322878 -0.048087 0.723928 0.42 -0.40 -0.82 -0.14
C -1.237232 0.321563 -0.742835 1.71 0.41 -0.75 -0.13
C -0.187381 0.691737 -1.572218 -3.22 -0.01 0.93 0.02
N -0.758277 1.081901 -2.784995 1.87 -0.42 -0.12 0.00
O -2.169267 1.011654 -2.750278 1.58 0.47 -0.09 0.09
C -2.452855 0.535860 -1.500252 -0.75 -0.58 2.06 -0.46
O -3.567363 0.353141 -1.060763 0.06 0.28 -1.12 0.10
H 3.098524 -2.133852 1.642823 0.04 0.52 -0.44 0.09
H 3.942183 -1.236738 0.492400 -0.78 0.26 -0.23 0.09
H 0.350720 1.226171 1.259385 -0.30 -0.43 0.31 0.13
H -0.264056 0.180075 2.574227 0.37 0.00 -0.57 0.14
H -1.664152 -1.084634 0.867548 0.18 0.27 -0.18 0.13
H -2.099863 0.579680 1.143830 -0.18 0.14 0.14 0.12
H 0.864770 0.759635 -1.302618 -0.20 0.06 -0.69 0.14
H -0.280037 1.728211 -3.428410 -1.28 -0.38 0.47 0.16
```
Positions in Å, forces in eV/Å.

---

Entry 5:
# C6H8N2OS

A single C6H8N2OS molecule (the ωB97M-V functional and the def2-TZVPD basis, OMol25).

Results
- Strongest force on any atom: 3.7 eV/Å
- Energy above the lowest of the compared OMol25 structures with the same formula, charge and spin: 57.5 kcal/mol
- SMILES: C/C=C/SCC(=O)N=C=N
- Gap between HOMO and LUMO: 9.13 eV
- Net charge: 0
- E: -22212.4752 eV

Structure (XYZ):
```
18
Properties=species:S:1:pos:R:3:forces:R:3:lowdin_charge:R:1
C 2.059322 -0.428610 0.828287 -2.33 -2.56 1.43 -0.11
C 0.771820 -0.130131 0.059283 -0.71 1.49 -1.31 -0.22
C 0.268605 -0.804611 -1.004530 0.46 -0.83 1.04 -0.49
S -1.118874 -0.553149 -2.059247 0.14 1.61 0.95 0.87
C -1.613759 1.202352 -1.677830 1.42 1.06 -2.58 -0.39
C -2.232780 1.505844 -0.338906 1.07 0.78 1.39 -0.55
O -2.087742 2.493960 0.349222 0.27 -0.35 -1.16 0.10
N -3.079424 0.508801 0.079354 -0.84 -1.55 0.81 0.17
C -3.101048 -0.344348 0.953213 -0.13 0.88 -1.03 -0.23
N -3.286399 -1.164897 1.827133 -0.21 1.67 0.34 0.18
H 2.896899 -0.668921 0.199659 0.45 0.40 -0.21 0.06
H 1.862124 -1.427629 1.446719 0.50 2.00 -1.05 0.11
H 2.185038 0.365028 1.563933 0.57 -0.13 -0.24 0.06
H 0.300926 0.885161 0.307000 0.60 -1.54 -0.36 0.11
H 0.626717 -1.821724 -1.274294 0.27 0.76 0.30 0.06
H -2.446516 1.285315 -2.366761 -0.51 -0.01 -0.20 0.06
H -0.871317 2.006789 -2.200835 -1.40 -1.90 2.09 0.15
H -3.084636 -2.099237 1.631308 0.38 -1.76 -0.22 0.05
```
Positions in Å, forces in eV/Å.

---

Entry 6:
# C6H8N2OS

A molecular structure, C6H8N2OS (the ωB97M-V functional and the def2-TZVPD basis, OMol25).

Results
- Strongest force on any atom: 4.8 eV/Å
- Energy above the lowest of the compared OMol25 structures with the same formula, charge and spin: 86.0 kcal/mol
- Gap between HOMO and LUMO: 8.99 eV
- Net charge: 0
- E: -22211.2432 eV

Structure (XYZ):
```
18
Properties=species:S:1:pos:R:3:forces:R:3:lowdin_charge:R:1
C -3.012218 1.169793 0.746000 0.63 -2.08 -2.36 -0.13
C -4.760316 0.646685 -0.499029 3.17 -1.55 0.88 -0.41
C -2.564642 -0.025889 0.209827 -0.57 -0.50 -0.30 -0.45
C -1.366007 -0.804849 0.379852 3.51 1.43 1.75 -0.25
C 1.381732 -0.089608 -0.978428 -1.47 0.01 0.49 -0.08
C 1.182728 -0.135957 0.567136 1.99 0.72 -0.15 -0.41
N -4.223097 1.522282 0.275865 -0.82 0.62 0.59 -0.01
N -1.140833 -1.997440 0.222504 1.56 -1.48 0.66 0.16
O 0.000947 0.318468 1.016504 -4.73 -0.67 -0.68 -0.17
S -3.783896 -0.819388 -0.810307 0.05 2.36 1.15 1.05
H -2.435523 1.795962 1.350887 0.69 0.80 0.86 0.11
H -5.765391 0.589590 -0.569451 -3.14 0.14 -1.21 0.03
H 0.874441 0.731863 -1.537856 0.57 -0.03 1.03 0.09
H 2.420024 -0.087875 -1.131701 1.46 0.16 -0.65 0.04
H 0.973727 -0.950164 -1.480900 -0.11 -0.74 0.02 0.05
H 2.005080 0.567401 1.035437 -1.39 -1.36 -0.64 0.15
H 1.312735 -1.142655 1.017457 0.76 -0.01 -0.60 0.09
H -0.233438 -2.556990 0.502733 -2.16 2.17 -0.86 0.15
```
Positions in Å, forces in eV/Å.

---

- What is the energy above the lowest of the compared OMol25 structures with the same formula, charge and spin in the fourth record?
  111.4 kcal/mol